DFT (the ωB97M-V functional and the def2-TZVPD basis) results for a molecular structure, C34H57N3O3PrSi in a non-equilibrium geometry.

Its net charge is +1. Its spin multiplicity is 3. The expectation value of S² is 2.0043. As for the LUMO energy (spin up / spin down): -1.9853 / -1.9832 eV. For the HOMO energy (spin up / spin down), the calculation gives -0.3616 / -0.3612 hartree. Its molar mass is 724.842 g mol⁻¹.

Atoms and positions in Å:
O -2.60707 0.49140 2.24724
O -3.00417 1.70703 0.22419
C -3.12978 -0.49882 3.18596
C -2.15025 -1.34307 3.96078
H -3.83017 -1.09693 2.63681
H -3.74127 0.03022 3.93845
H -1.41072 -1.83997 3.32683
H -2.68506 -2.13890 4.48492
H -1.64115 -0.74236 4.70231
C -1.50809 1.28874 2.83325
C -2.03331 2.19769 3.89231
H -1.07479 1.82806 2.00089
H -0.74665 0.60624 3.25615
H -2.83940 2.84275 3.53050
H -1.23103 2.80537 4.31252
H -2.43281 1.58603 4.69145
C -2.57576 2.95209 -0.54104
C -4.43648 1.75355 0.50243
C -1.23521 3.41899 -0.15183
H -3.38668 3.62620 -0.32582
H -2.68805 2.61960 -1.56911
H -1.24559 3.78519 0.87571
H -0.97214 4.23481 -0.82092
H -0.48845 2.64553 -0.29304
C -4.90304 2.84856 1.45206
H -4.69055 0.75255 0.84844
H -4.82812 1.90633 -0.50291
H -4.45922 2.73444 2.46662
H -5.99225 2.72124 1.49752
H -4.75312 3.87258 1.06148
H -2.66836 1.13156 1.09131
N 2.76948 -1.31301 0.48091
C 4.00238 -1.53907 -0.00219
C 4.40861 -1.18331 -1.28850
C 3.76216 -0.40325 -2.24470
C 5.04569 -2.12744 0.92875
H 4.62912 -2.93268 1.54261
H 5.46993 -1.37037 1.60658
H 5.87979 -2.53649 0.34605
C 4.49075 0.18678 -3.41425
H 4.35365 1.27665 -3.44460
H 4.10951 -0.25837 -4.34270
H 5.56095 -0.03164 -3.32738
N 2.45044 -0.17982 -2.16270
C 2.51049 -1.15785 1.87297
C 1.90762 -2.21183 2.59762
C 1.63013 -3.55145 1.95732
C 1.57565 -1.99122 3.93318
H 1.08223 -2.80032 4.48687
C 1.84411 -0.76844 4.54467
H 1.55116 -0.63124 5.59005
C 2.46544 0.25581 3.83095
H 2.66949 1.20974 4.33183
C 2.81395 0.07681 2.49549
C 3.50639 1.16037 1.73736
C 1.63862 0.54196 -3.08336
C 0.97604 -0.15082 -4.14303
C 1.43405 -1.52767 -4.56239
C -0.05878 0.52672 -4.79406
H -0.60354 0.00153 -5.60124
C -0.42493 1.80657 -4.43002
H -1.28774 2.29907 -4.90791
C 0.26814 2.52398 -3.43121
H -0.00924 3.54261 -3.16051
C 1.32764 1.87999 -2.76799
C 2.10490 2.57705 -1.69069
Pr 0.74795 -1.26486 -1.01788
H 0.67040 -3.57641 1.40222
H 1.55629 -4.32153 2.74343
H 2.42219 -3.87922 1.26381
H 3.06896 1.31027 0.74900
H 4.57040 0.94554 1.59500
H 3.45041 2.11710 2.26403
H 0.81884 -1.91284 -5.39030
H 1.36726 -2.29888 -3.77452
H 2.47658 -1.51535 -4.92174
H 3.16485 2.29144 -1.67677
H 1.72889 2.36889 -0.67671
H 2.06029 3.66149 -1.83581
H 5.45291 -1.42297 -1.50950
C -1.13589 -0.38857 -0.24821
Si -2.44228 -1.08117 -1.26932
H -0.60727 0.58123 -0.44677
H -0.95948 -0.76725 0.79449
C -3.90059 -1.87170 -0.35854
C -1.63492 -2.49628 -2.26253
C -3.11419 0.04937 -2.58993
H -3.58194 -0.53781 -3.38775
H -2.32832 0.63213 -3.06967
H -3.86829 0.73578 -2.20043
H -3.63486 -2.89219 -0.04196
H -4.79446 -1.95153 -0.99657
H -4.19551 -1.30311 0.53316
H -0.93037 -3.18276 -1.75596
H -1.17776 -2.13627 -3.20133
H -2.46885 -3.13964 -2.56126
O 3.12962 -5.03425 -1.33275
C 2.25385 -4.23660 -1.48422
N 1.36980 -3.40808 -1.63396

Forces on the atoms, in the same order (eV/Å):
O 1.5 0.1 1.6
O -0.7 0.8 0.6
C -1.1 0.6 0.6
C 0.5 -0.2 -0.5
H -0.1 -0.3 -0.6
H 0.1 0.1 -0.4
H 0.0 0.1 0.0
H -0.2 0.2 -0.1
H 0.3 0.0 0.2
C 0.0 -0.8 0.0
C -0.2 0.2 0.3
H 0.2 0.0 -0.2
H -0.3 0.3 -0.4
H 0.3 0.0 0.1
H 0.0 0.0 -0.1
H -0.1 0.1 0.4
C -0.9 -1.6 0.2
C -0.3 0.4 -0.8
C 0.3 0.3 0.2
H 0.2 0.6 0.0
H 0.3 0.0 -0.1
H 0.2 0.0 -0.1
H 0.1 0.2 0.0
H 0.1 0.0 0.1
C 0.0 -0.1 0.1
H -0.1 0.2 0.0
H -0.6 -0.1 0.2
H -0.5 0.2 -0.8
H 0.2 0.0 0.3
H 0.1 -0.5 0.3
H 0.2 0.1 -0.7
N 0.1 0.3 -0.6
C -1.0 0.3 1.3
C 1.3 -0.1 -0.5
C -1.3 0.0 -0.1
C 0.3 0.0 -0.2
H 0.0 0.2 -0.1
H -0.2 -0.1 -0.2
H -0.2 0.1 0.1
C 0.6 -0.2 0.1
H 0.0 -0.3 -0.1
H 0.1 0.3 0.2
H -0.2 0.1 -0.2
N 0.4 0.4 -0.4
C 0.3 -0.5 0.1
C 0.1 0.4 -0.2
C 0.0 -0.4 0.1
C -0.2 0.0 0.1
H 0.3 0.4 -0.1
C -0.2 -0.1 0.2
H 0.2 0.1 -0.4
C -0.2 0.0 0.3
H 0.0 -0.4 -0.3
C -0.3 -0.5 0.1
C 0.2 0.5 -0.1
C 0.1 -0.2 -0.2
C 0.4 0.6 0.6
C -0.2 -0.4 -0.3
C -0.1 -0.7 -0.4
H 0.4 0.4 0.5
C -0.4 1.3 0.4
H 0.5 -0.4 0.1
C 0.3 -1.2 -0.4
H 0.1 -0.2 -0.2
C -0.6 0.1 -0.1
C 0.3 0.4 0.3
Pr 3.6 -2.3 -0.8
H 0.4 0.1 0.1
H 0.0 0.3 -0.3
H -0.3 0.3 0.2
H 0.1 -0.2 0.0
H -0.1 -0.1 -0.1
H 0.0 -0.1 0.1
H 0.1 0.3 0.2
H 0.2 0.4 -0.1
H -0.4 0.0 0.2
H -0.3 0.0 -0.1
H 0.0 0.0 -0.2
H 0.0 -0.1 0.1
H -0.4 0.1 0.0
C -0.9 1.4 1.6
Si -0.6 -0.6 -0.4
H -1.0 -0.3 0.4
H -0.3 0.5 -0.7
C 0.0 -0.1 0.2
C -0.2 -0.2 -0.1
C -0.1 0.2 -0.2
H 0.0 0.0 0.1
H 0.1 0.1 0.0
H 0.0 0.0 -0.1
H -0.1 0.3 0.0
H 0.3 0.0 0.1
H 0.1 -0.2 -0.2
H -0.3 0.2 -0.2
H 0.0 -0.2 0.2
H 0.1 0.0 -0.1
O -1.1 0.9 -0.2
C -0.3 0.5 -0.1
N 1.4 -1.8 0.3

Löwdin population analysis, charges in e, atoms 1 to 2: O -0.215; O -0.160

=====

DFT (the ωB97M-V functional and the def2-TZVPD basis) results for a molecular structure, C34H57N3O3SiSr in a non-equilibrium geometry.

As for the energy above the lowest of the compared OMol25 structures with the same formula, charge and spin: 171.2 kJ/mol. Its net charge is 0. As for the LUMO energy: -0.4947 eV. For the HOMO energy, the calculation gives -0.2084 hartree. Its molar mass is 671.554 g mol⁻¹.

Atoms and positions in Å:
O 0.39942 -2.75867 -1.66151
O -1.05168 -1.99322 -3.45216
C 1.71776 -2.74884 -2.33052
C 2.76343 -3.39471 -1.44278
H 1.92114 -1.68241 -2.53064
H 1.62763 -3.28961 -3.28856
H 2.87677 -2.84141 -0.49506
H 3.73180 -3.37615 -1.96627
H 2.50493 -4.44922 -1.24814
C -0.23504 -4.06371 -1.51302
C -0.18669 -4.90213 -2.78106
H -1.27198 -3.83941 -1.21208
H 0.26594 -4.57113 -0.67474
H -0.58447 -4.35418 -3.65513
H -0.82034 -5.78981 -2.63111
H 0.83569 -5.25387 -3.00850
C -2.52454 -1.85322 -3.12468
C -0.47919 -1.34920 -4.68453
C -3.23708 -3.08836 -3.62319
H -2.86262 -0.92473 -3.60565
H -2.54483 -1.75476 -2.03278
H -3.13183 -3.18907 -4.71586
H -4.30729 -2.98770 -3.39108
H -2.86521 -3.99964 -3.12231
C -0.92431 -2.14207 -5.89850
H 0.60338 -1.39553 -4.52890
H -0.81522 -0.30172 -4.69251
H -0.72231 -3.22297 -5.76960
H -0.34551 -1.79174 -6.76924
H -1.99384 -1.97954 -6.11642
H -0.40830 -2.16473 -2.61632
N 1.67323 0.98741 2.19539
C 1.48641 2.29022 2.45393
C 0.28931 3.04255 2.17119
C -1.05524 2.71263 1.79643
C 2.65142 3.06978 3.04584
H 3.46254 3.23527 2.31574
H 3.04324 2.51638 3.90972
H 2.29975 4.05163 3.39472
C -2.02877 3.87671 1.61909
H -2.83616 3.83914 2.37250
H -2.47518 3.84934 0.60960
H -1.49898 4.83151 1.74534
N -1.54659 1.47293 1.68013
C 2.95166 0.33019 2.38351
C 3.92439 0.21316 1.35037
C 3.78823 0.91711 0.04234
C 5.08962 -0.51029 1.60962
H 5.85356 -0.56157 0.83776
C 5.32170 -1.18182 2.80289
H 6.23951 -1.74626 3.01759
C 4.37767 -1.06717 3.79867
H 4.43304 -1.60839 4.73827
C 3.29254 -0.21396 3.63881
C 2.44749 -0.09159 4.84480
C -2.89231 1.19040 2.06592
C -3.86975 0.85578 1.11533
C -3.65384 1.16600 -0.32145
C -5.07987 0.35245 1.58622
H -5.86784 0.19481 0.85898
C -5.31794 0.07467 2.92767
H -6.26549 -0.37319 3.26568
C -4.33723 0.39928 3.86087
H -4.37932 0.02048 4.88233
C -3.20253 1.11050 3.44053
C -2.13895 1.54333 4.37271
Sr -0.12588 -0.68860 1.52412
H 3.73685 0.21223 -0.79791
H 4.66265 1.55596 -0.15646
H 2.89696 1.54282 0.00939
H 1.75952 0.76181 4.87285
H 3.03164 -0.23250 5.77230
H 1.81252 -0.97657 4.78786
H -4.25391 0.48195 -0.93055
H -2.60389 1.08114 -0.61647
H -3.97802 2.19796 -0.52851
H -1.21704 1.21812 3.91237
H -2.24468 0.95066 5.26251
H -2.06515 2.59173 4.63177
H 0.41736 4.11921 2.35345
C 0.29928 0.61258 -1.22627
Si 0.43576 2.30287 -1.94299
H 1.20331 0.01016 -0.98223
H -0.58266 -0.04369 -1.36827
C 1.75119 2.10230 -3.28824
C 1.01816 3.74738 -0.88272
C -1.28231 2.77176 -2.57143
H -1.79745 1.89407 -2.98782
H -1.21724 3.53047 -3.36629
H -1.93006 3.18445 -1.78131
H 2.64109 1.59699 -2.88349
H 2.07611 3.05767 -3.72439
H 1.35226 1.46381 -4.08836
H 1.83941 3.48571 -0.20068
H 0.21148 4.17757 -0.27041
H 1.38950 4.55641 -1.53465
O -0.27130 -0.61476 6.21678
C -0.49416 -0.82172 5.04856
N -0.58617 -1.16586 3.89123

Forces on the atoms, in the same order (eV/Å):
O 0.0 0.0 -0.6
O -0.9 0.6 -0.7
C -0.1 -0.1 0.3
C 0.1 0.1 -0.1
H -0.2 -0.4 0.3
H 0.0 0.3 0.3
H -0.1 -0.3 -0.3
H -0.3 0.0 0.2
H 0.2 0.4 0.0
C 0.4 0.0 0.2
C -0.1 -0.3 -0.2
H 0.4 -0.1 -0.1
H -0.3 0.0 -0.3
H 0.3 -0.3 0.5
H 0.2 0.2 -0.1
H -0.5 0.1 0.1
C 1.1 0.0 -0.3
C -0.4 -0.3 0.6
C -0.3 -0.1 0.0
H 0.2 -0.3 0.3
H -0.1 0.2 -0.3
H -0.1 -0.1 0.5
H 0.3 -0.1 -0.1
H -0.2 0.4 -0.3
C 0.0 0.0 -0.2
H -0.3 0.1 0.0
H 0.2 -0.4 0.1
H -0.1 0.6 -0.1
H -0.2 -0.1 0.3
H 0.5 -0.1 0.0
H 0.2 0.3 0.2
N 0.2 0.5 0.0
C -0.3 -0.9 -0.7
C -0.1 0.1 0.1
C 0.4 -0.9 0.5
C -0.3 0.3 0.1
H -0.3 -0.2 0.2
H 0.1 0.2 -0.3
H 0.2 -0.3 -0.1
C 0.3 0.2 0.3
H 0.3 -0.1 -0.4
H 0.1 -0.1 0.4
H -0.2 -0.2 -0.1
N 0.3 0.6 0.5
C 0.3 0.8 0.3
C -0.3 -0.1 0.8
C 0.0 0.3 -0.6
C 0.3 -0.2 -0.3
H -0.1 0.1 0.0
C 0.2 -0.3 0.2
H -0.4 0.2 -0.5
C 0.1 0.3 -0.2
H 0.4 0.2 0.0
C -0.2 -0.3 -0.3
C -0.9 -0.5 0.4
C -0.1 0.3 -0.6
C 0.1 0.0 1.1
C -0.1 -0.1 -0.5
C -0.4 0.0 -0.2
H -0.1 -0.2 0.0
C -0.1 -0.1 0.3
H 0.6 0.1 -0.3
C 0.3 0.3 -0.5
H -0.2 0.5 -0.1
C 0.1 -0.6 -0.4
C 0.2 -0.9 0.4
Sr 0.0 1.6 0.0
H -0.1 0.1 0.1
H -0.2 -0.1 0.1
H 0.0 -0.1 0.0
H 0.4 -0.1 0.1
H -0.3 0.5 -0.4
H -0.3 0.1 0.3
H 0.0 0.2 -0.2
H -0.1 0.1 0.1
H 0.1 -0.3 -0.1
H 0.4 0.4 0.2
H 0.0 0.1 0.8
H -0.2 0.3 -0.2
H 0.0 -0.5 -0.2
C 0.0 -0.8 0.4
Si 0.0 -1.6 0.8
H -0.3 0.3 -0.3
H 0.1 0.3 -0.1
C 0.1 0.5 -0.5
C 0.1 0.5 0.0
C -0.2 0.3 -0.4
H 0.1 0.1 0.0
H -0.1 -0.1 0.1
H 0.3 -0.1 -0.2
H -0.3 0.1 0.1
H 0.0 -0.2 -0.1
H 0.1 0.1 0.1
H -0.2 0.0 -0.2
H 0.3 -0.2 -0.2
H -0.1 -0.2 0.1
O -0.7 0.2 -1.2
C 0.8 -1.5 -0.5
N -0.1 0.6 1.4

Löwdin population analysis, charges in e, atoms 1 to 2: O -0.211; O -0.148